Here is the ion C9H18FN2 with charge +1 from OMol25. Energies are from wB97M-V/def2-TZVPD.

XYZ file:
```
30
Properties=species:S:1:pos:R:3:forces:R:3
H 0.554 -1.839 1.226 0.03 0.02 -0.15
C -3.046 0.348 -1.254 0.18 -0.14 0.23
H 1.012 -2.255 -0.444 0.00 0.15 0.06
F 0.750 2.022 0.173 0.04 -0.65 0.05
C 3.015 1.024 -0.946 -0.05 -0.03 -0.07
H 3.053 1.887 -0.287 0.02 0.02 0.01
C 0.467 -1.542 0.177 -0.73 -0.71 0.24
N -1.760 -0.733 0.618 1.79 0.81 0.90
H -2.735 1.086 2.143 0.01 -0.03 0.07
H 4.329 -0.412 0.942 0.08 -0.03 -0.01
H 3.007 0.366 1.805 -0.03 0.09 0.03
N 1.070 -0.219 0.020 0.23 0.25 -0.30
H 3.000 -1.387 1.557 0.00 -0.07 0.09
C -2.819 0.058 0.226 -1.06 0.84 -0.60
H -1.355 -2.591 -0.056 -0.02 0.03 0.04
H -2.174 0.858 -1.662 0.10 0.08 -0.09
H -2.008 1.955 0.790 0.05 0.08 -0.07
H 2.726 -1.092 -0.875 -0.17 0.11 0.09
H -3.687 -0.523 0.606 0.04 -0.17 0.09
C 2.544 -0.230 -0.226 0.69 0.33 0.06
C 0.316 0.794 0.186 -1.68 -0.43 0.28
C -1.021 -1.557 -0.235 0.59 -0.26 -0.84
C 3.255 -0.431 1.108 -0.05 -0.11 -0.13
H -1.123 -1.341 -1.309 -0.01 -0.03 0.17
H -3.904 1.004 -1.365 -0.05 0.03 -0.01
H 2.374 1.251 -1.796 0.02 0.05 -0.08
H -3.234 -0.553 -1.832 0.01 -0.06 -0.07
C -2.848 1.331 1.091 0.00 -0.12 0.03
H 4.019 0.851 -1.324 0.06 -0.07 0.00
H -3.777 1.873 0.944 -0.06 0.00 -0.03
```
Forces are in eV/Å.

Energy above the lowest of the compared OMol25 structures with the same formula, charge and spin = 42.5 kcal/mol
Multiplicity = 1
Kohn-Sham gap (alpha / beta) = 7.07 / 8.77 eV
Net charge = +1

---

Here is an isolated molecule of C4H7NO from OMol25. Energies are from wB97M-V/def2-TZVPD.

XYZ file:
```
13
Properties=species:S:1:pos:R:3:forces:R:3
C -0.787 -1.395 0.377 -0.04 -0.09 0.03
O 0.143 2.977 0.758 0.04 -0.19 -0.14
H 0.955 0.524 1.793 -0.29 -0.07 0.03
N 0.289 -0.467 0.009 0.05 0.12 -0.33
H -0.943 -1.350 1.456 0.13 0.00 -0.18
H -0.566 -2.417 0.059 0.05 0.17 0.04
C 0.077 1.868 0.260 0.17 0.01 0.10
H -0.538 1.673 -0.667 0.21 0.18 0.07
H 0.109 -0.751 -2.051 0.06 -0.25 0.07
H 1.653 0.120 -1.411 -0.27 0.12 0.00
C 0.699 -0.356 -1.232 -0.11 -0.05 0.00
H -1.700 -1.045 -0.118 0.09 -0.09 0.14
C 0.601 0.639 0.777 -0.10 0.12 0.18
```
Forces are in eV/Å.

Energy above the lowest of the compared OMol25 structures with the same formula, charge and spin = 77.7 kcal/mol
Multiplicity = 1
Kohn-Sham gap (alpha / beta) = 7.85 / 7.86 eV

---

Here is a cluster of 2 separate species, C2H6N2O in total from OMol25. Energies are from wB97M-V/def2-TZVPD.

XYZ file:
```
11
Properties=species:S:1:pos:R:3:forces:R:3
H 0.800 -1.758 -2.138 0.23 0.29 0.22
N 0.118 -0.629 0.816 0.26 -0.39 -1.01
H 1.214 -0.239 -1.455 0.81 2.87 -0.40
H 0.431 -2.688 0.079 -1.04 2.61 -0.65
C 0.295 -1.513 -0.154 2.06 -0.64 0.10
O -0.748 2.921 -0.251 0.21 -0.06 0.84
H -1.460 1.288 0.449 0.01 -0.71 0.78
C -0.832 2.178 0.688 -0.55 0.29 -3.14
H -0.303 2.296 1.590 0.57 0.23 1.59
H -0.290 -0.773 1.752 -0.07 -0.48 -0.87
N 0.775 -1.085 -1.377 -2.49 -4.03 2.55
```
Forces are in eV/Å.

Energy above the lowest of the compared OMol25 structures with the same formula, charge and spin = 58.4 kcal/mol
Multiplicity = 2
Kohn-Sham gap (alpha / beta) = 10.65 / 4.81 eV
Net charge = +1

---

Here is a structure of composition C14H38LiN2O14 from OMol25. Energies are from wB97M-V/def2-TZVPD.

XYZ file:
```
69
Properties=species:S:1:pos:R:3:forces:R:3
O 3.146 2.080 1.272 -0.61 0.12 0.88
H 2.481 2.770 -0.541 0.09 0.22 0.02
H -2.383 -4.800 2.793 0.74 -0.10 0.44
H -2.093 -3.313 -1.515 0.17 -0.20 0.36
H -2.058 -0.990 3.389 0.25 -0.37 -0.46
H 0.493 0.581 3.575 0.28 0.03 -0.19
O 0.273 -1.939 2.297 -0.85 1.42 0.24
H -3.447 1.801 -2.302 0.20 0.61 0.29
H 2.341 -2.617 -0.990 -0.47 0.37 0.42
C 2.373 -0.173 -2.240 -1.52 -1.47 2.39
H -3.497 -0.314 4.137 -0.62 -0.65 -0.39
O -2.915 -1.469 -1.084 -0.92 1.68 1.44
H 2.349 2.491 -2.780 0.00 0.06 -0.40
O -1.494 2.020 -1.318 -0.13 0.03 -0.93
H 2.815 -2.002 3.048 -0.41 0.11 -0.22
H 1.842 -3.353 -2.443 -0.70 -0.01 0.00
Li -4.236 -1.124 0.412 0.89 -0.49 -0.46
H 4.137 3.284 -0.060 -0.14 -0.16 0.21
C 3.232 1.867 -2.918 0.30 1.25 0.74
O -0.140 2.278 -3.139 -0.24 -1.59 -2.04
H -1.570 1.247 -4.312 0.05 0.47 -0.24
H -2.323 0.740 3.505 0.52 0.13 -0.38
C 2.060 1.699 1.949 -1.60 -0.17 -0.61
H -3.330 0.244 -1.803 0.97 -1.56 0.89
N -3.937 0.920 -2.246 -0.54 0.28 -0.84
C -1.782 -4.012 2.338 -0.92 1.75 0.47
C 0.507 -3.098 2.443 -0.28 -3.62 -0.66
H 1.818 -0.418 4.256 -0.42 0.02 0.19
H -4.823 0.961 -1.762 -0.24 0.38 0.11
H -0.100 3.747 0.515 -0.12 -0.61 -0.45
H -1.452 -0.812 -0.021 -0.77 -0.22 -1.74
H 0.599 -2.308 -1.573 0.17 -0.19 0.15
H -2.018 -3.050 2.792 -0.72 -0.03 0.16
H -1.329 0.416 1.033 -0.22 0.55 -0.01
O 2.106 0.203 -1.103 -0.01 0.01 -0.45
H 3.620 -3.518 2.946 -0.05 -0.15 -0.29
H 3.894 2.239 -3.700 -0.46 -0.34 -0.26
O -0.402 -4.150 2.555 2.02 0.31 -0.46
H -2.168 -3.963 1.320 0.89 -0.08 -0.56
H -0.792 0.272 -3.144 0.69 -0.20 -0.01
H -1.383 4.664 -0.339 -0.06 -0.35 -0.20
O 2.524 0.954 3.015 -2.09 1.66 -1.00
H 1.501 1.180 4.909 0.41 0.45 -0.37
C 1.500 0.591 3.992 0.53 -0.98 -0.15
O -0.038 3.674 -1.637 1.00 2.56 1.55
O 2.836 0.539 -3.194 1.02 0.42 -1.68
C 1.647 -2.481 -1.819 1.42 0.62 -0.79
H -0.129 0.358 -0.050 0.43 -0.12 -0.62
O 2.147 -1.412 -2.680 -0.03 -0.16 -0.31
H 0.130 0.875 -4.645 0.02 -0.08 0.46
C -0.348 4.322 -0.377 -0.13 0.69 0.53
O 1.702 -3.660 2.416 -1.83 -0.74 0.43
C -2.603 -2.474 -1.987 0.17 -0.97 -0.04
C -2.813 -0.210 3.294 -0.71 1.48 0.11
N -0.791 -0.214 0.454 -0.27 0.39 1.39
H 0.258 5.224 -0.292 0.14 -0.15 -0.61
C 3.111 3.127 0.274 -0.86 -0.49 -0.02
H -3.469 -2.945 -2.451 -0.27 0.20 -0.23
O -3.379 -0.173 2.008 0.46 -0.70 0.93
C -0.595 1.074 -3.856 -0.60 0.74 0.81
H 3.217 -2.659 1.436 -0.14 0.00 0.02
O 0.835 1.904 1.636 4.17 -0.60 1.15
C -0.653 2.624 -1.995 -0.66 -1.57 0.99
H -4.109 0.569 -3.177 -0.18 -0.10 -0.51
H -0.355 -0.829 1.126 1.11 -0.36 0.46
H 2.702 4.052 0.680 0.07 -0.10 0.16
H -1.908 -2.180 -2.775 -0.01 0.43 -0.29
C 2.873 -2.906 2.441 1.59 0.87 0.49
H 3.794 1.976 -1.990 0.04 -0.62 -0.03
```
Forces are in eV/Å.

Multiplicity = 2
Kohn-Sham gap (alpha / beta) = 8.86 / 5.81 eV
Net charge = +2

---

E_tot per entry: -15312.1673, -7796.2755, -7187.7811, -46968.3286 eV